54
Properties=species:S:1:pos:R:3:nbo_charge:R:1 method="wB97M-V/def2-TZVPD" e_above_lowest_kj_mol=61.0 smiles="Cc1ccccc1NC(=O)NCC1CCN(C(=O)OC(C)(C)C)CC1" lumo_energy_ev=0.662 multiplicity=1
C -4.318 1.848 -0.575 -0.641
C -5.560 1.097 -0.219 -0.017
C -6.809 1.611 -0.546 -0.189
C -7.978 0.967 -0.186 -0.218
C -7.917 -0.215 0.531 -0.228
C -6.687 -0.753 0.855 -0.187
C -5.511 -0.118 0.470 0.133
N -4.278 -0.695 0.847 -0.644
C -3.283 -1.039 -0.046 0.791
O -3.318 -0.810 -1.234 -0.649
N -2.243 -1.703 0.554 -0.638
H -2.153 -1.645 1.556 0.385
C -1.025 -1.935 -0.190 -0.209
H -1.325 -2.260 -1.189 0.227
H -0.474 -2.742 0.299 0.195
C -0.143 -0.684 -0.319 -0.237
C 1.071 -0.977 -1.202 -0.398
H 0.745 -1.286 -2.196 0.214
C 1.956 0.265 -1.318 -0.213
N 2.351 0.719 -0.005 -0.453
C 3.598 0.596 0.513 0.907
O 3.865 0.874 1.661 -0.675
O 4.474 0.163 -0.414 -0.544
C 5.877 0.036 -0.088 0.276
C 6.514 -0.453 -1.390 -0.614
H 6.345 0.272 -2.182 0.214
H 7.582 -0.587 -1.253 0.213
H 6.072 -1.400 -1.689 0.213
C 6.457 1.392 0.313 -0.645
H 5.995 1.738 1.234 0.243
H 6.271 2.124 -0.471 0.210
H 7.529 1.301 0.466 0.212
C 6.075 -0.995 1.023 -0.645
H 5.606 -0.650 1.940 0.244
H 7.137 -1.142 1.201 0.211
H 5.630 -1.946 0.734 0.208
C 1.244 1.039 0.868 -0.214
C 0.334 -0.178 1.044 -0.414
H -0.515 0.106 1.669 0.206
H 0.891 -0.968 1.554 0.201
H 1.658 1.359 1.826 0.246
H 0.678 1.866 0.425 0.187
H 2.848 0.052 -1.904 0.236
H 1.394 1.071 -1.804 0.188
H 1.653 -1.791 -0.762 0.198
H -0.747 0.096 -0.796 0.211
H -4.322 -1.250 1.691 0.391
H -6.629 -1.680 1.409 0.199
H -8.823 -0.721 0.832 0.213
H -8.934 1.392 -0.453 0.212
H -6.860 2.546 -1.086 0.208
H -3.624 1.856 0.265 0.214
H -4.555 2.872 -0.853 0.211
H -3.818 1.361 -1.411 0.254


25
Properties=species:S:1:pos:R:3:nbo_charge:R:1 method="wB97M-V/def2-TZVPD" total_charge=-1 e_above_lowest_kj_mol=372.4 lumo_energy_ev=3.038 multiplicity=1
C 1.036 -1.813 -1.319 -0.515
C 1.610 -0.693 -0.733 -0.583
Ga 1.241 1.172 -1.600 0.778
C -0.387 1.935 -0.534 -0.503
O -1.588 1.628 -1.299 -0.587
C -1.937 0.259 -1.189 -0.060
C -3.501 0.079 -0.949 -0.637
H 1.019 -1.983 -2.423 0.182
H 0.534 -2.559 -0.640 0.148
H 2.231 -0.699 0.195 0.205
H 2.559 2.092 -1.425 -0.354
H 0.912 0.975 -3.161 -0.333
H -0.275 3.039 -0.345 0.173
H -0.498 1.452 0.484 0.143
H -1.416 -0.274 -0.359 0.179
H -1.706 -0.278 -2.149 0.173
H -3.730 -0.859 -0.374 0.192
H -3.860 0.922 -0.298 0.204
H -4.036 0.077 -1.934 0.194
C 1.758 -0.525 3.555 -0.245
O 2.296 -1.027 2.341 -0.705
H 1.078 0.292 3.320 0.192
H 1.206 -1.314 4.075 0.152
H 2.562 -0.151 4.196 0.151
H 2.892 -1.746 2.567 0.457


85
Properties=species:S:1:pos:R:3:lowdin_charge:R:1 method="wB97M-V/def2-TZVPD" smiles="CO[C@@H](CCC(=O)O)COC[Si](C)(C)C.O=C1C=CC(=O)C=C1.O=C1C=CC(=O)C=C1.O=C1C=CC(=O)C=C1.O=C1C=CC(=O)C=C1" lumo_energy_ev=-1.825 multiplicity=1
C -1.430 -3.451 3.743 -0.085
O -0.452 -2.439 3.748 -0.155
C -0.825 -1.221 4.370 -0.304
C 0.397 -0.309 4.231 -0.117
C 1.100 -0.398 2.872 -0.089
C 0.206 -0.125 1.692 -0.526
O -0.025 -0.888 0.792 0.109
O -0.332 1.126 1.729 0.082
C -2.112 -0.580 3.818 -0.169
O -3.198 -0.659 4.724 -0.190
C -4.264 -1.536 4.347 -0.254
Si -5.438 -0.815 3.030 0.538
C -7.164 -1.486 3.296 -0.184
C -4.885 -1.409 1.331 -0.169
C -5.397 1.054 3.084 -0.165
H -2.167 -3.308 2.947 0.079
H -1.949 -3.508 4.707 0.097
H -0.912 -4.391 3.564 0.093
H -0.993 -1.399 5.441 0.155
H 0.113 0.723 4.442 0.121
H 1.122 -0.603 4.991 0.119
H 1.539 -1.379 2.723 0.122
H 1.898 0.347 2.843 0.128
H -0.470 1.428 0.815 0.097
H -1.923 0.480 3.640 0.118
H -2.364 -1.015 2.847 0.114
H -4.818 -1.752 5.264 0.089
H -3.882 -2.500 3.993 0.064
H -7.804 -1.117 2.490 0.032
H -7.152 -2.575 3.212 0.029
H -7.609 -1.206 4.251 0.029
H -5.408 -2.342 1.115 0.003
H -5.118 -0.682 0.550 0.031
H -3.818 -1.634 1.290 0.021
H -4.377 1.400 3.264 0.024
H -5.715 1.452 2.118 0.029
H -6.038 1.480 3.857 0.032
C 3.523 1.123 -1.274 0.032
C 2.197 1.177 -1.201 0.030
C 1.481 2.476 -1.156 -0.369
O 0.271 2.515 -1.041 0.094
C 2.293 3.715 -1.224 0.029
C 3.619 3.664 -1.312 0.022
C 4.336 2.364 -1.341 -0.373
O 5.547 2.313 -1.415 0.097
H 4.069 0.187 -1.285 0.109
H 1.571 0.293 -1.151 0.120
H 1.753 4.652 -1.193 0.119
H 4.228 4.557 -1.360 0.099
C 7.012 -0.409 -4.287 0.026
C 6.443 -0.759 -3.136 0.018
C 5.826 -2.096 -2.956 -0.385
O 5.294 -2.402 -1.910 0.101
C 5.876 -3.037 -4.103 0.020
C 6.449 -2.691 -5.252 0.020
C 7.062 -1.348 -5.436 -0.386
O 7.581 -1.035 -6.485 0.106
H 7.461 0.563 -4.444 0.124
H 6.396 -0.089 -2.285 0.105
H 5.420 -4.006 -3.944 0.122
H 6.499 -3.355 -6.105 0.121
C 5.047 8.291 -4.749 0.025
C 4.636 7.309 -3.952 0.024
C 3.906 7.598 -2.693 -0.369
O 3.532 6.701 -1.965 0.090
C 3.650 9.019 -2.353 0.023
C 4.060 10.001 -3.150 0.025
C 4.791 9.716 -4.412 -0.384
O 5.163 10.610 -5.138 0.114
H 5.581 8.110 -5.673 0.124
H 4.809 6.264 -4.174 0.123
H 3.115 9.197 -1.429 0.123
H 3.888 11.046 -2.927 0.123
C -5.279 -6.963 0.554 0.021
C -5.464 -7.797 -0.465 0.021
C -5.428 -7.317 -1.871 -0.386
O -5.599 -8.078 -2.798 0.108
C -5.175 -5.871 -2.096 0.022
C -4.990 -5.036 -1.077 0.025
C -5.027 -5.517 0.327 -0.378
O -4.856 -4.753 1.253 0.093
H -5.300 -7.285 1.587 0.121
H -5.649 -8.855 -0.330 0.122
H -5.152 -5.548 -3.129 0.122
H -4.803 -3.978 -1.211 0.122


The E_HOMO results, record by record, are as follows: -8.59; -3.31; -8.75 eV.
The gap between HOMO and LUMO results, record by record, are as follows: 9.2542; 6.3452; 6.9224 eV.